1.
21
Properties=species:S:1:pos:R:3:forces:R:3:lowdin_charge:R:1 method="wB97M-V/def2-TZVPD" charge=0 homo_lumo_gap_ha=0.3460 relative_energy_kj_mol=180.5 total_energy_ha=-441.37881 max_force_ha_per_bohr=0.0617 lumo_ev=0.620 smiles="[H]/N=C(/O)C1=C[C@H]2C[C@H]2CC1"
N 3.10618 -1.15585 0.28836 -0.69 -0.16 -1.15 0.1389
C 2.40574 -0.19737 -0.20735 0.36 -1.03 2.98 -0.4652
C 0.92511 -0.07752 -0.18836 -0.61 -0.95 -1.17 -0.1578
C 0.17782 -1.13665 -0.55567 0.26 0.26 0.48 -0.0010
C -1.29849 -1.12811 -0.52621 -0.15 -0.08 -0.03 -0.2208
C -2.00627 -0.76481 0.77124 -0.08 -0.12 0.22 -0.0618
C -1.97969 0.21296 -0.35730 -0.13 -0.03 -0.20 -0.2493
C -1.09324 1.43884 -0.33649 -0.10 0.13 -0.10 -0.1515
C 0.27775 1.19555 0.30524 0.24 0.26 -0.12 -0.1385
H 0.66220 -2.08985 -0.78401 -0.06 0.36 -0.31 0.1177
H -1.78806 -1.87388 -1.15327 0.12 0.21 0.19 0.1337
H -2.94413 -1.27842 0.98305 0.26 0.16 -0.03 0.1031
H -1.37863 -0.58294 1.64516 -0.16 -0.06 -0.27 0.1107
H -2.91424 0.33240 -0.90932 0.25 -0.02 0.17 0.1375
H -0.94626 1.76835 -1.37712 -0.01 -0.08 0.25 0.1226
H -1.59716 2.26367 0.18804 0.11 -0.19 -0.11 0.1165
H 0.17792 1.15117 1.40214 0.04 -0.06 -0.25 0.1258
H 0.93346 2.05013 0.10044 -0.15 -0.21 0.05 0.1133
O 3.05062 0.97381 -0.25703 1.55 1.22 1.71 0.0170
H 2.55153 -1.99846 0.41417 -0.08 0.09 0.12 0.0425
H 3.67784 0.89696 0.55429 -0.98 0.31 -2.43 0.1667

---

2.
19
Properties=species:S:1:pos:R:3:forces:R:3:lowdin_charge:R:1 method="wB97M-V/def2-TZVPD" charge=0 homo_lumo_gap_ha=0.3500 relative_energy_kj_mol=57.2 total_energy_ha=-435.66854 max_force_ha_per_bohr=0.0177 lumo_ev=0.519
C 1.08265 0.81892 -1.28168 -0.17 0.01 -0.30 -0.2735
N 1.23340 0.30413 -2.64242 0.26 0.05 0.00 -0.0028
C -0.36688 0.65364 -0.86357 -0.07 0.19 0.27 -0.1825
N -0.51720 1.07014 0.55228 -0.27 0.32 0.00 0.0919
H 1.32692 1.89109 -1.29933 0.06 -0.24 0.14 0.1194
H 1.70738 0.29714 -0.55128 0.09 0.17 0.06 0.1137
H 2.05320 0.71591 -3.07473 -0.11 -0.07 -0.01 0.0660
H 1.39986 -0.69631 -2.61565 -0.09 0.03 -0.02 0.0761
H -0.66410 -0.38788 -0.89717 0.02 -0.24 -0.08 0.1237
H -1.03458 1.22505 -1.49735 -0.06 0.10 -0.18 0.1189
H -1.43802 0.82835 0.93448 0.23 0.07 -0.19 0.1245
H 0.17514 0.36757 1.15033 0.09 -0.51 0.47 0.0519
H -0.32367 2.05503 0.70270 -0.02 0.00 -0.07 0.1426
N -1.46446 -1.23035 2.08536 -0.45 -0.10 0.16 0.1051
C -0.21660 -1.65835 1.55978 -0.38 0.17 -0.45 -0.7932
O 0.69346 -0.76347 1.67363 0.74 0.52 0.08 -0.0756
O -0.16276 -2.70991 0.95766 0.16 -0.61 -0.15 0.0249
H -2.13429 -1.98544 2.12335 0.02 -0.03 0.00 0.0873
H -1.34945 -0.79526 2.98361 -0.05 0.17 0.27 0.0817

---

3.
17
Properties=species:S:1:pos:R:3:forces:R:3:lowdin_charge:R:1 method="wB97M-V/def2-TZVPD" charge=0 homo_lumo_gap_ha=0.3182 relative_energy_kj_mol=118.4 total_energy_ha=-288.97194 max_force_ha_per_bohr=0.0331 lumo_ev=0.714 smiles="C=C(N)CC.O"
C -2.46383 -1.42320 -0.41554 -0.17 -0.66 -1.28 -0.1162
C -0.99351 -1.74567 -0.62963 0.31 0.43 1.62 -0.2099
C -0.04692 -0.74981 0.03240 -0.39 -0.56 -0.45 -0.4381
C -0.36515 0.01495 1.07718 0.61 0.35 -0.29 0.0149
N 1.19300 -0.65296 -0.58605 -0.65 0.48 0.22 0.0765
H -2.79748 -0.49339 -0.87004 0.29 0.33 0.29 0.0784
H -2.70607 -1.47696 0.62860 -0.27 0.15 0.44 0.0607
H -3.04559 -2.18488 -0.95150 -0.02 -0.05 0.34 0.0721
H -0.70818 -1.79881 -1.65682 -0.05 -0.17 -0.84 0.0934
H -0.82032 -2.71806 -0.15286 0.15 -0.06 -0.30 0.1162
H -1.32377 0.02593 1.56249 -0.08 0.03 -0.07 0.0421
H 0.40467 0.72581 1.37013 -0.28 -0.02 0.45 0.0492
H 1.76529 0.10091 -0.26051 0.50 -0.22 -0.10 0.0784
H 1.57313 -1.39042 -1.14215 0.07 -0.03 -0.01 0.0827
H 3.73908 5.19688 0.27517 -0.14 0.10 0.09 0.0336
H 3.45714 3.83137 0.84435 -0.09 -0.08 0.11 0.0273
O 3.13850 4.73829 0.87477 0.24 -0.01 -0.19 -0.0613

---

4.
88
Properties=species:S:1:pos:R:3:forces:R:3:lowdin_charge:R:1 method="wB97M-V/def2-TZVPD" multiplicity=6 charge=+2 homo_lumo_gap_ha="0.2796 / 0.1844" s_squared=8.806 relative_energy_kj_mol=5.7 total_energy_ha=-4165.61553 max_force_ha_per_bohr=0.0109 lumo_ev="-5.446 / -8.093"
Ru -0.41382 0.07432 0.09236 0.52 -0.06 -0.21 1.4015
C -0.58360 -3.09541 -0.99675 0.00 0.09 -0.06 -0.0620
N -0.97839 -2.32104 0.19554 0.01 0.02 0.05 -0.2552
C -0.36915 -2.94793 1.41086 -0.04 -0.05 -0.03 -0.1779
C 0.48357 -2.02553 2.26454 0.01 0.00 0.05 -0.1579
C 1.72742 -1.49310 1.54537 -0.02 0.02 0.00 -0.2156
N 1.50891 -0.12942 1.02005 -0.07 -0.07 -0.02 -0.0759
C 2.34414 0.76503 1.38376 0.02 -0.14 -0.03 -0.0547
C 2.34597 2.20025 1.14059 0.12 0.12 0.07 -0.0872
C 3.36754 2.91484 1.72472 -0.07 -0.14 -0.06 0.0172
C 3.45882 4.31078 1.60379 0.03 0.07 0.01 0.0162
C 2.50090 5.02829 0.87945 -0.03 0.03 -0.03 -0.0213
C 1.46915 4.36033 0.28087 -0.01 0.10 -0.04 0.0639
C 1.34320 2.92548 0.38009 -0.02 -0.07 -0.07 -0.3212
O 0.38885 2.36247 -0.19715 -0.04 -0.13 0.12 -0.0680
C -2.45615 -2.31789 0.34167 -0.03 0.01 0.01 -0.1961
C -3.25865 -1.90640 -0.89362 -0.01 -0.02 -0.01 -0.1394
C -2.81565 -0.63008 -1.61720 0.00 0.01 -0.02 -0.2040
N -2.31092 0.35929 -0.66875 0.10 -0.04 -0.07 -0.1347
C -3.07528 1.33215 -0.30572 -0.01 0.17 0.28 -0.0442
C -2.84267 2.23578 0.78983 -0.01 -0.22 -0.22 -0.1423
C -3.68919 3.34570 0.93476 -0.07 0.17 0.08 -0.0151
C -3.58273 4.17568 2.02651 -0.09 -0.03 -0.16 -0.0523
C -2.64660 3.88127 3.02054 0.11 -0.08 0.07 -0.0343
C -1.82018 2.78009 2.92195 -0.11 0.12 -0.02 0.0060
C -1.89564 1.95315 1.79821 0.21 -0.14 0.02 -0.3240
O -1.09311 0.89479 1.73604 -0.34 0.15 0.27 -0.2164
H -1.01792 -4.10062 -0.96638 0.05 -0.02 0.02 0.1166
H 0.50274 -3.16880 -1.04091 0.00 0.00 0.01 0.0675
H -0.92016 -2.60005 -1.90487 -0.02 -0.05 0.05 0.0472
H 0.25238 -3.77916 1.07411 -0.01 -0.02 0.03 0.1273
H -1.16240 -3.38067 2.02292 0.00 0.03 0.01 0.1270
H 0.81305 -2.61148 3.12464 0.01 0.01 0.00 0.1286
H -0.10499 -1.20040 2.67379 -0.01 0.00 0.00 0.1011
H 2.00091 -2.13120 0.70183 0.00 0.02 0.07 0.0189
H 2.58354 -1.46145 2.22097 -0.01 -0.05 0.00 0.1223
H 3.18469 0.43716 1.99787 -0.02 -0.02 0.00 0.1407
H 4.12755 2.39857 2.29823 -0.02 -0.04 0.00 0.1320
H 4.28089 4.82442 2.08294 -0.01 0.03 -0.02 0.1293
H 2.58239 6.10314 0.79395 -0.01 0.00 0.00 0.1280
H 0.70625 4.86673 -0.29585 0.01 0.03 0.01 0.1365
H -2.69519 -1.66559 1.18529 0.00 0.01 -0.02 0.1225
H -2.78234 -3.32739 0.61707 -0.01 0.01 0.00 0.1327
H -4.28918 -1.78527 -0.55382 0.00 0.00 0.00 0.1277
H -3.27726 -2.71765 -1.62331 0.01 0.00 -0.01 0.1206
H -3.64796 -0.21048 -2.18801 -0.01 -0.03 0.01 0.1339
H -2.01256 -0.84685 -2.31952 -0.05 0.01 -0.01 0.0463
H -4.00944 1.45833 -0.85597 -0.02 0.02 0.04 0.1524
H -4.43268 3.53866 0.17084 -0.01 0.02 0.01 0.1247
H -4.23047 5.03444 2.12742 -0.01 0.00 -0.01 0.1172
H -2.57521 4.51927 3.89174 0.00 0.01 0.00 0.1208
H -1.11044 2.53550 3.70038 0.01 -0.01 0.00 0.1254
N 4.25215 -3.07050 -3.62477 -0.02 -0.02 0.05 0.1054
C 4.19186 -3.10531 -2.28671 0.08 -0.05 -0.08 -0.9323
N 4.83231 -4.10696 -1.67327 0.04 0.01 -0.02 0.1039
S 3.33723 -1.93911 -1.41735 0.00 0.07 -0.02 0.6102
H 4.80386 -3.71878 -4.16185 0.00 0.00 0.00 0.1181
H 3.82591 -2.29465 -4.09675 0.01 0.01 -0.02 0.0918
H 5.42443 -4.75293 -2.16930 -0.01 0.00 0.00 0.1182
H 4.86678 -4.10377 -0.67026 -0.01 -0.01 0.01 0.0982
C -2.06496 -1.42204 -6.54467 -0.03 -0.02 0.00 -0.0974
C -1.05681 -0.75089 -5.62273 0.01 0.01 0.01 -0.2719
C -0.62543 -1.66366 -4.47863 -0.05 0.05 -0.06 -0.2832
C 0.53717 -1.13182 -3.64527 0.07 -0.01 0.19 -0.3553
Ge 0.42018 0.41854 -2.43025 -0.23 0.14 -0.20 0.9360
C -0.63514 1.96669 -3.00980 -0.02 0.10 -0.11 -0.3394
C 0.29536 3.04550 -3.57398 0.04 0.02 -0.03 -0.2975
C 0.95997 2.64713 -4.88711 -0.02 0.00 -0.01 -0.2843
C 1.95249 3.69197 -5.37653 0.00 0.01 -0.01 -0.0985
H -2.39114 -0.75114 -7.33798 0.01 0.01 0.00 0.0784
H -2.95317 -1.73974 -5.99432 -0.01 0.01 0.01 0.0758
H -1.63528 -2.30781 -7.01445 0.00 0.00 0.00 0.0802
H -1.48185 0.17473 -5.22566 -0.01 -0.01 0.00 0.0853
H -0.17078 -0.45395 -6.19225 0.00 -0.01 -0.01 0.1144
H -0.31375 -2.62483 -4.89943 0.02 0.02 -0.03 0.1232
H -1.50077 -1.90223 -3.86558 0.02 -0.02 -0.01 0.0804
H 1.30742 -0.72870 -4.31872 0.02 -0.04 -0.03 0.0647
H 1.03343 -1.92338 -3.08507 0.02 0.03 0.02 -0.0028
H 1.84968 0.83576 -2.04101 -0.03 -0.01 0.07 -0.0208
H -1.21082 2.37107 -2.17924 0.08 -0.08 0.09 0.0406
H -1.34866 1.64572 -3.77122 0.01 0.00 0.01 0.0580
H 1.07201 3.28933 -2.83903 -0.03 -0.01 0.01 0.0909
H -0.27691 3.96517 -3.72723 0.01 0.00 -0.02 0.1224
H 0.18535 2.48129 -5.64135 0.00 -0.01 -0.01 0.1150
H 1.47507 1.68388 -4.77056 0.02 0.00 0.03 0.0859
H 1.46346 4.65778 -5.51213 -0.01 0.00 0.00 0.0805
H 2.39647 3.41045 -6.33035 -0.01 -0.01 0.00 0.0774
H 2.76328 3.82783 -4.65825 0.00 0.00 0.01 0.0761

---

5.
19
Properties=species:S:1:pos:R:3:forces:R:3:lowdin_charge:R:1 method="wB97M-V/def2-TZVPD" charge=0 homo_lumo_gap_ha="0.2717 / 0.3058" relative_energy_kj_mol=437.3 total_energy_ha=-310.89273 max_force_ha_per_bohr=0.0457 lumo_ev="0.544 / 0.782"
C 0.71231 2.14731 -0.95822 0.09 -0.04 -0.07 -0.0736
C 0.75608 1.18707 0.21885 -1.71 1.21 1.05 -0.5002
C -0.68658 0.77807 0.68380 -0.02 0.61 -0.37 -0.1104
O -0.91900 -0.44498 1.14738 0.10 -0.67 -0.03 -0.0983
C -0.52543 -1.43630 0.18259 -0.16 -0.21 0.05 -0.2634
C -1.75542 -2.20379 -0.23539 -0.05 -0.11 -0.06 -0.0667
C 1.78601 0.22758 0.23849 0.97 -0.89 -0.05 0.0043
H -0.06131 2.91309 -0.83881 0.14 -0.14 0.04 0.0781
H 0.48260 1.58307 -1.86784 0.02 0.09 0.05 0.0810
H 1.68398 2.63394 -1.08749 -0.13 -0.02 -0.01 0.0779
H 0.78492 1.72798 1.20561 0.67 0.28 -0.39 0.1556
H -1.24804 1.51952 1.26113 0.22 -0.03 -0.14 0.1113
H -0.10235 -0.91342 -0.67818 0.04 -0.24 0.03 0.1085
H 0.23603 -2.07454 0.64219 -0.12 0.04 -0.12 0.1220
H -2.17277 -2.76622 0.60359 0.00 0.06 -0.11 0.0784
H -1.50048 -2.89902 -1.04205 -0.08 0.03 0.13 0.0794
H -2.50665 -1.49981 -0.60504 0.04 -0.13 0.03 0.0829
H 2.38004 0.02750 -0.64797 0.00 0.06 0.16 0.0663
H 1.93003 -0.41182 1.10408 -0.01 0.10 -0.18 0.0670

---

Which of these has the highest charge? C30H48GeN5O2RuS